Entry 1:
A molecular structure, C13H11Br2N3O3PdSbSe4. Source: the Open Molecules 2025 dataset; level of theory: the ωB97M-V functional and the def2-TZVPD basis.

Each line ends with the Mulliken spin population.
CARTESIAN COORDINATES (ANGSTROEM)
Pd (-0.3057, -1.4744, -0.1482)  0.03
Br (2.4117, 2.6212, 0.0399)  0.00
C (0.5870, 2.7130, 0.5620)  0.00
C (-0.0529, 3.9505, 0.5213)  0.00
C (-1.3737, 4.0595, 0.8600)  0.00
Br (-2.1978, 5.7770, 0.7877)  0.00
C (-2.1139, 2.9186, 1.2510)  -0.01
C (-3.4858, 2.9396, 1.5926)  0.00
C (-4.1131, 1.7833, 1.9536)  0.02
C (-3.3667, 0.5898, 1.9763)  -0.01
N (-2.0979, 0.5289, 1.6681)  0.02
C (-1.4543, 1.6639, 1.3033)  0.00
C (-0.0383, 1.5182, 0.9546)  0.00
O (0.5438, 0.3982, 0.9917)  0.01
H (0.5040, 4.8241, 0.2110)  0.00
H (-4.0226, 3.8781, 1.5577)  0.00
H (-5.1637, 1.7711, 2.2128)  0.00
H (-3.8484, -0.3441, 2.2541)  -0.02
C (3.8623, -2.4359, -0.4763)  0.00
C (2.4474, -1.9746, -0.5789)  0.01
N (1.5435, -2.2930, 0.2759)  -0.01
O (1.9846, -3.0368, 1.3542)  0.01
C (2.0418, -1.0878, -1.6541)  -0.02
C (2.9794, -0.5961, -2.7047)  0.01
N (0.7917, -0.6923, -1.6259)  -0.03
O (0.2862, 0.1010, -2.4523)  0.08
H (3.9402, -3.3258, 0.1399)  0.00
H (4.4714, -1.6465, -0.0298)  0.00
H (4.2536, -2.6410, -1.4712)  0.00
H (1.2019, -3.1043, 1.9186)  0.01
H (3.3512, -1.4217, -3.3166)  0.00
H (3.8379, -0.0806, -2.2689)  0.00
H (2.4470, 0.1026, -3.3442)  0.00
Se (-0.2359, -4.7583, -2.1666)  0.02
Sb (-1.8832, -3.4409, -1.0898)  -0.05
Se (-1.3648, -2.9450, 1.5440)  0.96
Se (-4.1962, -3.9662, -0.9655)  0.13
Se (-2.1719, -0.8734, -1.6372)  0.84

Atoms 1-3, force components in eV/Å:
0.266 -0.021 0.315
-0.006 -0.013 0.006
0.031 0.005 0.016

net charge = -1
LUMO level (alpha / beta) = 1.4 / -0.3 eV
spin multiplicity = 3
gap between HOMO and LUMO (alpha / beta) = 5.85 / 4.09 eV
relative energy (zero: lowest compared OMol25 entry of this formula, charge and spin) = 1.89 kcal per mole



Entry 2:
2 unconnected molecules or ions with the total composition C13H11Cl6O4 in a non-equilibrium geometry. Source: the Open Molecules 2025 dataset; level of theory: the ωB97M-V functional and the def2-TZVPD basis.

Each line ends with the natural charge from an NBO analysis.
CARTESIAN COORDINATES (ANGSTROEM)
Cl (-1.6524, -0.3943, 1.0156)  0.04
C (-0.7066, -2.1721, -3.5611)  -0.23
Cl (-2.2509, -1.5429, -3.8624)  0.01
C (0.4195, -1.2252, -3.6795)  0.42
O (0.2657, 0.0006, -3.6578)  -0.67
C (1.7405, -1.8607, -3.6308)  -0.22
Cl (3.0465, -0.9237, -4.1652)  0.01
C (1.8792, -3.1519, -3.1444)  -0.05
Cl (3.3931, -3.9454, -3.2205)  0.01
C (0.7649, -3.8428, -2.5787)  -0.23
Cl (0.9827, -5.2244, -1.6144)  0.00
C (-0.5329, -3.3482, -2.8429)  -0.06
Cl (-1.9042, -4.2172, -2.2752)  0.01
C (3.1789, 1.9364, 0.3919)  -0.63
C (1.7284, 2.2915, 0.1692)  -0.08
O (0.8465, 1.3426, 0.8262)  -0.51
C (-0.3671, 1.9009, 1.0876)  0.79
C (-1.2489, 0.9728, 1.9859)  -0.25
C (-0.5105, 0.6005, 3.2628)  -0.62
C (-2.6720, 1.6079, 2.2486)  0.59
C (-3.6258, 0.8181, 3.1161)  -0.73
O (-3.0058, 2.6627, 1.7489)  -0.50
O (-0.6943, 2.9890, 0.6789)  -0.55
H (3.7729, 2.5353, -0.3091)  0.22
H (3.4631, 2.2470, 1.4043)  0.20
H (3.3947, 0.8652, 0.2607)  0.23
H (1.5176, 3.2841, 0.5946)  0.19
H (1.4590, 2.3245, -0.8953)  0.21
H (0.5085, 0.2972, 3.0038)  0.25
H (-0.4723, 1.4742, 3.9264)  0.22
H (-1.0271, -0.2244, 3.7667)  0.22
H (-3.1513, 0.1263, 3.8180)  0.22
H (-4.2362, 1.5302, 3.6777)  0.24
H (-4.3034, 0.2662, 2.4535)  0.25

Atoms 1-3, force components in eV/Å:
-0.133 -1.691 -0.878
1.531 0.199 0.725
-0.847 0.363 -0.187

net charge = -1
LUMO level = 2.5 eV
gap between HOMO and LUMO = 6.08 eV



Entry 3:
A molecular structure, C13H11N3O4PdSSe in a non-equilibrium geometry. Source: the Open Molecules 2025 dataset; level of theory: the ωB97M-V functional and the def2-TZVPD basis.

Each line ends with the natural charge from an NBO analysis.
CARTESIAN COORDINATES (ANGSTROEM)
Pd (1.8180, -2.1786, -0.7367)  0.40
N (1.6496, 4.8197, -2.0625)  -0.83
C (1.3435, 3.7467, -2.8334)  0.64
O (0.9609, 3.9408, -3.9793)  -0.66
C (1.4592, 2.3403, -2.3265)  -0.19
C (1.9197, 2.0324, -0.9384)  -0.25
C (2.0064, 0.7572, -0.5326)  0.02
N (1.6642, -0.3101, -1.4102)  -0.43
C (1.2616, -0.0904, -2.6178)  0.06
C (1.1436, 1.2969, -3.1288)  -0.19
H (1.5581, 5.7728, -2.4441)  0.40
H (1.9763, 4.7313, -1.0930)  0.39
H (2.1915, 2.8045, -0.2327)  0.19
H (2.3402, 0.5296, 0.4743)  0.25
H (1.0082, -0.9260, -3.2622)  0.22
H (0.8022, 1.4482, -4.1489)  0.23
O (-1.4227, -2.6007, -0.8635)  -0.62
C (-0.9984, -2.1311, 0.1879)  0.63
N (0.2829, -1.8596, 0.4991)  -0.89
S (0.3871, -1.2548, 1.9793)  2.30
O (0.7168, 0.1631, 2.0765)  -0.99
O (0.9787, -2.1227, 2.9919)  -0.93
C (-1.3125, -1.2933, 2.3695)  -0.22
C (-1.9571, -0.9049, 3.5238)  -0.23
C (-3.3451, -1.0551, 3.5459)  -0.22
C (-4.0285, -1.5806, 2.4293)  -0.24
C (-3.3308, -1.9628, 1.2755)  -0.17
C (-1.9557, -1.8080, 1.2684)  -0.14
H (-1.3971, -0.5056, 4.3607)  0.22
H (-3.9028, -0.7641, 4.4319)  0.19
H (-5.1091, -1.6908, 2.4631)  0.19
H (-3.8391, -2.3685, 0.4078)  0.23
Se (2.0113, -4.5266, 0.1095)  -1.11
H (3.1189, -2.4490, -1.7840)  -0.26

Atoms 1-3, force components in eV/Å:
2.961 -2.618 -1.053
0.623 0.997 1.644
-0.369 -0.834 -0.921

net charge = -2
LUMO level (alpha / beta) = 4.4 / 4.4 eV
gap between HOMO and LUMO (alpha / beta) = 3.56 / 2.74 eV



Entry 4:
A molecular structure, C13H12AuN3O3S in a non-equilibrium geometry. Source: the Open Molecules 2025 dataset; level of theory: the ωB97M-V functional and the def2-TZVPD basis.

Each line ends with the natural charge from an NBO analysis.
CARTESIAN COORDINATES (ANGSTROEM)
Au (-0.3114, 0.1185, -0.1758)  1.36
N (0.3800, 2.7704, -0.2839)  -0.83
C (-0.6910, 3.7173, -0.0647)  -0.31
C (-2.0051, 3.0298, 0.1570)  0.61
O (-3.0097, 3.7456, 0.2752)  -0.69
N (-2.0112, 1.7057, 0.2011)  -0.69
C (-3.3331, 1.1261, 0.2442)  -0.36
C (-3.3068, -0.2753, -0.2189)  0.78
O (-4.2823, -0.9919, -0.2728)  -0.62
O (-2.1118, -0.6914, -0.5751)  -0.80
H (1.0548, 2.8337, 0.4586)  0.37
H (0.8719, 2.9209, -1.1533)  0.37
H (-0.8234, 4.3963, -0.9059)  0.22
H (-0.4974, 4.3279, 0.8171)  0.21
H (-4.0227, 1.6690, -0.4076)  0.24
H (-3.7817, 1.1426, 1.2423)  0.22
S (4.0320, -0.9303, 0.1498)  0.47
C (4.0303, 0.7727, 0.0957)  -0.39
C (2.7709, 1.2901, 0.0199)  -0.29
C (1.7472, 0.2984, 0.0077)  -0.22
C (2.3190, -0.9495, 0.0629)  -0.35
C (1.5218, -2.1399, 0.0335)  0.22
C (1.9698, -3.4518, 0.1414)  -0.24
C (1.0487, -4.4765, 0.1186)  -0.12
C (-0.3041, -4.1918, -0.0085)  -0.26
C (-0.6986, -2.8723, -0.1168)  0.09
N (0.2082, -1.8898, -0.1004)  -0.45
H (4.9584, 1.3219, 0.1176)  0.25
H (2.6441, 2.3548, -0.0430)  0.22
H (3.0287, -3.6437, 0.2483)  0.23
H (1.3836, -5.5028, 0.2038)  0.23
H (-1.0524, -4.9695, -0.0270)  0.24
H (-1.7267, -2.5653, -0.2410)  0.28

Atoms 1-3, force components in eV/Å:
-0.942 -0.227 0.355
0.507 0.427 -0.193
0.070 -0.006 -0.027

net charge = 0
LUMO level = -1.5 eV
gap between HOMO and LUMO = 6.58 eV
relative energy (zero: lowest compared OMol25 entry of this formula, charge and spin) = 21.17 kcal per mole



Entry 5:
A molecular structure, C13H12BF9N5OPbS3 in a non-equilibrium geometry. Source: the Open Molecules 2025 dataset; level of theory: the ωB97M-V functional and the def2-TZVPD basis.

Each line ends with the natural charge from an NBO analysis.
CARTESIAN COORDINATES (ANGSTROEM)
Pb (-0.0756, -0.4874, -0.6233)  1.47
C (-3.1201, 1.2240, -3.6843)  -0.41
N (-1.8292, 1.6373, -3.1155)  -0.32
C (-0.5883, 1.5288, -3.7378)  -0.04
C (0.3368, 1.9449, -2.8423)  -0.06
N (-0.3473, 2.3531, -1.7034)  -0.55
B (0.1901, 3.0078, -0.4507)  0.29
N (0.1595, 2.0219, 1.9533)  -0.21
C (0.0426, 2.8589, 3.0659)  -0.07
C (1.1646, 2.6771, 3.7841)  -0.05
N (1.9445, 1.7450, 3.1285)  -0.32
C (3.2464, 1.2848, 3.6135)  -0.41
C (1.3311, 1.3578, 2.0084)  0.28
S (1.9747, 0.1943, 0.9279)  -0.29
C (-1.6364, 2.1339, -1.8930)  0.26
S (-2.8381, 2.2547, -0.6431)  0.42
H (-3.0212, 1.2273, -4.7656)  0.24
H (-3.8880, 1.9365, -3.3948)  0.24
H (-3.3699, 0.2280, -3.3250)  0.23
H (-0.5003, 1.1660, -4.7451)  0.26
H (1.4064, 2.0229, -2.9042)  0.27
H (-0.4159, 3.9185, 0.0032)  -0.03
H (1.3497, 2.8150, -0.2672)  -0.02
H (-0.8093, 3.4840, 3.2299)  0.27
H (1.4797, 3.1123, 4.7136)  0.25
H (3.2342, 1.3597, 4.6971)  0.23
H (4.0391, 1.9025, 3.2001)  0.23
H (3.3902, 0.2457, 3.3292)  0.24
S (-2.8800, 2.9982, 1.9805)  0.03
C (-1.8839, 2.3550, 0.8433)  -0.11
N (-0.6326, 1.8451, 0.7948)  -0.50
F (0.8964, -4.0718, 2.0763)  -0.30
C (-0.1052, -4.2952, 1.2278)  0.97
F (-1.1763, -3.6361, 1.6916)  -0.31
F (-0.3827, -5.5998, 1.2266)  -0.30
C (0.2597, -3.7718, -0.1958)  0.03
O (0.5049, -2.4362, -0.1022)  -0.98
C (-0.9292, -4.0030, -1.1791)  0.96
F (-0.6298, -3.4801, -2.3820)  -0.32
F (-2.0166, -3.3397, -0.7428)  -0.32
F (-1.2531, -5.2778, -1.3428)  -0.29
C (1.5468, -4.4656, -0.7365)  0.97
F (1.9052, -3.9101, -1.9017)  -0.31
F (2.5588, -4.2943, 0.1131)  -0.30
F (1.3673, -5.7720, -0.9304)  -0.30

Atoms 1-3, force components in eV/Å:
-0.027 -0.219 0.097
0.328 0.066 0.122
0.074 -0.081 -0.452

net charge = +1
LUMO level = -4.1 eV
gap between HOMO and LUMO = 7.62 eV



Entry 6:
A molecular structure, C13H12Br4NO6PdSbSe4 in a non-equilibrium geometry. Source: the Open Molecules 2025 dataset; level of theory: the ωB97M-V functional and the def2-TZVPD basis.

Each line ends with the natural charge from an NBO analysis.
CARTESIAN COORDINATES (ANGSTROEM)
Pd (0.0955, 1.3325, -0.7508)  0.48
Br (-1.7476, 5.5598, 5.1310)  0.06
C (-1.4484, 4.0825, 3.9877)  -0.21
C (-1.8407, 2.7641, 4.4054)  -0.12
Br (-2.6206, 2.5320, 6.1120)  0.07
C (-1.6552, 1.6866, 3.5927)  -0.20
Br (-2.1648, -0.0589, 4.0801)  0.08
C (-1.0655, 1.8092, 2.2661)  0.38
O (-0.9298, 0.8570, 1.5119)  -0.55
C (-0.6277, 3.1748, 1.8612)  0.30
O (-0.0796, 3.3302, 0.7559)  -0.53
C (-0.8558, 4.2659, 2.7683)  -0.15
Br (-0.3292, 5.9538, 2.1413)  0.11
Se (-1.0374, 4.6215, -1.3021)  -0.34
Sb (-1.0581, 2.5557, -2.6821)  0.98
Se (1.3667, 0.6662, -2.6019)  -0.65
Se (-2.3293, 0.8336, -1.3769)  -0.73
Se (-2.2283, 3.2774, -4.7240)  -0.71
O (2.1566, -2.2872, -0.0258)  -0.63
C (1.0657, -2.2004, -0.5350)  0.80
O (0.0495, -1.5492, -0.0036)  -0.67
C (0.7321, -2.8912, -1.8543)  -0.17
N (-0.5747, -2.4562, -2.3451)  -0.66
C (-1.3190, -3.5982, -2.8898)  -0.21
C (-0.3397, -4.7758, -2.8505)  -0.41
C (0.5723, -4.4063, -1.6803)  -0.40
H (1.5529, -2.6593, -2.5373)  0.21
H (-0.4961, -1.6699, -2.9800)  0.42
H (-0.7091, -1.6444, -0.6246)  0.53
H (-1.6936, -3.3943, -3.8937)  0.19
H (-2.1846, -3.8095, -2.2539)  0.17
H (0.2444, -4.8184, -3.7737)  0.19
H (-0.8444, -5.7345, -2.7151)  0.20
H (1.5343, -4.9155, -1.6812)  0.22
H (0.0715, -4.6160, -0.7309)  0.20
C (3.2947, 0.7930, 1.7117)  -0.27
O (2.0857, 0.7367, 0.9553)  -0.56
C (1.9104, 1.6908, -0.0025)  0.68
O (2.6924, 2.5845, -0.1711)  -0.65
H (3.0501, 0.4394, 2.7118)  0.18
H (3.6777, 1.8115, 1.7404)  0.19
H (4.0266, 0.1266, 1.2537)  0.18

Atoms 1-3, force components in eV/Å:
0.567 -0.644 1.985
0.000 -0.025 0.012
-0.015 0.020 0.064

net charge = -2
LUMO level = 2.5 eV
gap between HOMO and LUMO = 4.20 eV
relative energy (zero: lowest compared OMol25 entry of this formula, charge and spin) = 16.24 kcal per mole



Entry 7:
A molecular structure, C13H12BrCdN4OS2. Source: the Open Molecules 2025 dataset; level of theory: the ωB97M-V functional and the def2-TZVPD basis.

Each line ends with the natural charge from an NBO analysis.
CARTESIAN COORDINATES (ANGSTROEM)
Cd (0.1223, 0.3238, 0.7376)  1.53
C (4.5195, 2.5543, -1.4787)  -0.76
S (3.2194, 3.6722, -0.9326)  0.38
C (1.9374, 2.6212, -0.4031)  -0.07
S (2.1702, 0.8938, -0.4764)  -0.41
N (0.8908, 3.3121, -0.0133)  -0.39
N (-0.1353, 2.5605, 0.4373)  -0.37
C (-1.2905, 3.0706, 0.5880)  0.06
C (-2.3912, 2.1842, 1.0163)  0.15
C (-3.6408, 2.7109, 1.3030)  -0.21
C (-4.6621, 1.8586, 1.6917)  -0.12
C (-4.4053, 0.5009, 1.7820)  -0.24
C (-3.1326, 0.0488, 1.4757)  0.06
N (-2.1474, 0.8608, 1.0976)  -0.56
H (5.3125, 3.2125, -1.8300)  0.25
H (4.1831, 1.9277, -2.3003)  0.24
H (4.8927, 1.9450, -0.6605)  0.23
H (-1.4851, 4.1199, 0.3832)  0.21
H (-3.8011, 3.7774, 1.2216)  0.24
H (-5.6440, 2.2507, 1.9198)  0.24
H (-5.1715, -0.2018, 2.0754)  0.24
H (-2.8947, -1.0065, 1.5232)  0.21
O (0.8546, -3.6699, 5.6765)  -0.62
C (0.7163, -2.7579, 4.7151)  0.40
C (1.0571, -1.4128, 4.8645)  -0.33
C (0.8731, -0.5673, 3.7964)  0.09
N (0.3784, -0.9729, 2.6174)  -0.63
C (0.0673, -2.2611, 2.4996)  0.16
Br (-0.6058, -2.7743, 0.8048)  0.11
C (0.2056, -3.1967, 3.4926)  -0.32
H (1.2257, -3.2877, 6.4818)  0.50
H (1.4626, -1.0340, 5.7929)  0.24
H (1.1340, 0.4803, 3.8717)  0.22
H (-0.0583, -4.2334, 3.3478)  0.27

Atoms 1-3, force components in eV/Å:
0.000 -0.002 0.047
-0.006 0.009 0.007
-0.029 -0.007 0.011

net charge = +1
LUMO level = -3.6 eV
gap between HOMO and LUMO = 7.29 eV